--- A ---
Below is a single C4H7N3 molecule, with properties calculated with wB97M-V/def2-TZVPD.

- spin multiplicity = 1
- SMILES string = [H]/N=C(\C#C)N(C)N
- HOMO (hartree) = -0.3248
- charge = 0

Each line ends with the natural charge from an NBO analysis.
Positions of all 14 atoms, in Å:
C: -1.91497 0.51850 -0.16694  -0.424
C: 0.57639 0.52341 -0.00980  0.341
C: 1.85578 -0.11164 -0.00433  -0.093
C: 3.00495 -0.47522 -0.09888  -0.180
H: -2.29645 0.80176 0.87826  0.200
H: -1.74135 1.42941 -0.75958  0.235
H: -2.56466 -0.21244 -0.79574  0.201
H: -1.02943 -2.14016 -0.44248  0.361
H: -0.84138 -1.73458 1.20937  0.353
H: 1.57378 1.98465 0.22280  0.343
H: 4.05946 -0.64891 -0.38789  0.250
N: -0.63707 -0.19195 -0.11589  -0.273
N: -0.59528 -1.55128 0.21886  -0.657
N: 0.55021 1.80846 0.25224  -0.656


--- B ---
Below is a single C4H7N3 molecule, with properties calculated with wB97M-V/def2-TZVPD.

- spin multiplicity = 1
- SMILES string = [H]/N=C/N(N)CC#C
- HOMO (hartree) = -0.3358
- charge = 0

Each line ends with the natural charge from an NBO analysis.
Positions of all 14 atoms, in Å:
C: -0.52473 -0.07879 1.09051  -0.305
C: -1.66235 -0.42974 0.20028  -0.004
C: -2.60685 -0.60164 -0.54237  -0.261
C: 1.45557 -0.39167 -0.28502  0.275
H: 0.02389 1.66706 -1.18277  0.348
H: 1.16282 2.32501 -0.15020  0.359
H: -0.18873 -0.95399 1.65213  0.258
H: -0.84776 0.65539 1.80743  0.234
H: -3.46825 -0.83639 -1.12534  0.238
H: 2.08340 0.14356 -1.02596  0.149
H: 2.19865 -2.10502 -0.57028  0.350
N: 0.30476 1.75090 -0.20438  -0.648
N: 0.58176 0.48800 0.35270  -0.286
N: 1.48783 -1.63268 -0.01673  -0.708


--- C ---
Below is a molecular structure, C4H7N3, with properties calculated with wB97M-V/def2-TZVPD.

- spin multiplicity = 1
- HOMO (hartree) = -0.2689
- charge = 0

Each line ends with the natural charge from an NBO analysis.
Positions of all 14 atoms, in Å:
C: 0.60290 -1.76969 1.29749  -0.633
C: 0.86564 -0.42544 0.70786  -0.314
C: 0.12621 0.07000 -0.30593  0.053
C: -0.03022 1.51387 -0.62998  -0.345
N: -1.05910 1.49627 -1.61799  -0.406
N: -1.62425 0.29606 -1.67208  0.064
N: -1.02827 -0.53235 -0.92234  -0.261
H: 0.66200 -1.76985 2.39194  0.207
H: -0.39534 -2.11195 1.01217  0.227
H: 1.32220 -2.50554 0.92830  0.210
H: -0.36023 1.15056 0.49994  0.338
H: 1.68743 0.19051 1.08709  0.200
H: 0.73518 2.28686 -0.71477  0.246
H: -1.45558 2.25165 -2.15654  0.414


Which is most stable? The ranking, best first, is B, A, C.